(1)
Molecular formula: C14H21ClN2O4S
Method: DFT, ωB97M-V/def2-TZVPD

Output
spin multiplicity = 1
highest occupied orbital energy = -9.143 eV
energy above the lowest of the compared OMol25 structures with the same formula, charge and spin = 0.00 kcal per mole
E_LUMO = 0.0260 hartree

```
43
Properties=species:S:1:pos:R:3:forces:R:3
C 4.077 2.135 1.203 0.0328 0.0696 -0.0389
H 3.337 2.607 0.545 0.0366 0.0239 0.0195
O 3.792 0.770 1.384 -0.0163 -0.2661 0.0776
C 3.785 0.051 0.164 -0.0450 -0.1553 -0.0660
C 3.367 -1.389 0.454 0.0322 0.2904 -0.1965
H 2.580 -1.372 1.208 -0.0262 -0.0410 0.0359
C 2.846 -2.121 -0.786 0.0767 -0.1356 0.3264
N 1.664 -1.507 -1.360 0.3000 0.0369 -0.2425
C 0.448 -1.673 -0.812 -0.0814 -0.1504 -0.5025
O 0.226 -2.408 0.132 -0.0453 -0.1817 0.2636
C -0.674 -0.878 -1.486 0.3748 -0.0987 -0.1549
N -1.166 0.120 -0.558 0.4885 0.6488 0.1520
S -0.066 1.260 -0.039 0.0787 0.0215 0.5592
O -0.724 2.511 0.181 -0.1892 -0.0955 0.1467
O 1.041 1.241 -0.963 -0.1562 -0.1764 0.0364
C 0.456 0.613 1.564 -0.1544 0.2620 -0.6224
H 1.495 0.874 1.734 0.1585 0.1095 -0.0545
H 0.331 -0.461 1.556 0.0204 -0.2019 -0.0197
H -0.186 1.070 2.304 -0.1656 0.0672 0.1088
C -2.545 0.439 -0.541 -0.6655 0.2517 0.0977
C -3.002 1.538 -1.256 -0.0987 -0.0821 -0.0486
C -4.340 1.885 -1.219 0.0450 -0.0365 -0.0351
C -5.229 1.126 -0.480 0.0303 -0.0416 0.0418
C -4.762 0.027 0.220 0.1382 0.1815 -0.2078
C -3.419 -0.344 0.218 -0.0343 -0.0321 0.0072
C -2.959 -1.530 1.005 0.0854 0.0256 -0.0260
H -3.532 -2.412 0.721 0.0009 -0.0685 0.0424
H -1.904 -1.731 0.847 0.0311 -0.0533 0.0339
H -3.133 -1.358 2.067 -0.0223 -0.0568 0.0829
Cl -5.891 -0.905 1.143 -0.2008 -0.1068 0.1256
H -6.277 1.380 -0.443 -0.0886 -0.0013 0.0200
H -4.692 2.744 -1.767 -0.0304 0.0866 -0.0514
H -2.294 2.123 -1.821 0.0307 0.0782 -0.0665
H -1.494 -1.563 -1.715 0.1225 0.0663 0.0814
H -0.319 -0.410 -2.412 -0.1159 -0.1280 0.0330
H 1.801 -0.695 -1.943 -0.1527 -0.1000 0.0314
H 2.569 -3.138 -0.500 0.1395 0.0667 -0.1216
H 3.613 -2.159 -1.561 -0.0422 -0.0807 0.0043
H 4.209 -1.944 0.868 -0.0077 -0.0422 0.0640
H 3.072 0.528 -0.523 0.1823 -0.0734 0.0793
H 4.785 0.083 -0.295 -0.0651 0.0019 0.0166
H 4.039 2.595 2.189 0.0242 0.0819 -0.0475
H 5.075 2.277 0.773 -0.0256 0.0357 0.0147
```
Forces are in eV/Å.

Partial charges, natural (NBO), in e: -0.2524 0.1746 -0.5498 -0.0805 -0.4276 0.2207 -0.2229 -0.6024 0.6687 -0.6410 -0.3012 -0.7278 2.3177 -0.9282 -0.9806 -0.8893 0.2686 0.2620 0.2523 0.2095 -0.2159 -0.2045 -0.2173 -0.0251 -0.0602 -0.6573 0.2312 0.2505 0.2299 0.0024 0.2283 0.2209 0.2290 0.2443 0.2054 0.4152 0.2278 0.1992 0.2139 0.1897 0.1615 0.1937 0.1671


(2)
Molecular formula: C14H21ClNO4SeSiTl
Method: DFT, ωB97M-V/def2-TZVPD

Output
spin multiplicity = 1
highest occupied orbital energy = -8.644 eV
E_LUMO = -0.0038 hartree

```
44
Properties=species:S:1:pos:R:3:forces:R:3
Tl 0.668 -0.017 -1.089 -0.0172 0.2492 0.0453
C -0.946 -2.913 -0.436 -0.3024 0.0822 -0.2202
C -0.728 -3.273 0.959 -0.1282 -0.0984 0.2651
C -1.568 -2.562 1.733 0.2077 -0.1933 0.0512
C -2.328 -1.619 0.877 0.2325 0.7838 0.1887
C -1.915 -1.977 -0.502 0.0937 -0.2609 -0.2021
H -0.423 -3.359 -1.270 -0.0136 0.0442 -0.0469
H -0.025 -4.021 1.295 0.0157 0.0199 0.0491
H -1.672 -2.608 2.805 0.0698 0.0448 0.0229
H -3.391 -1.509 1.073 -0.0208 -0.1326 -0.0031
H -2.351 -1.539 -1.388 0.0800 0.0578 -0.0099
O 0.588 2.588 -0.257 -0.1511 -0.0978 -0.4623
Cl 1.260 2.593 1.032 -0.2319 0.1758 0.2050
O 2.288 3.565 1.043 0.4410 0.3791 -0.0325
O 0.299 2.841 2.061 -0.2339 -0.0447 0.1762
O 1.839 1.270 1.217 -0.0107 -0.5642 0.0027
N 2.626 -1.491 0.291 0.0006 0.1943 -0.0272
C 3.631 -1.122 -0.628 0.1901 0.1079 -0.1375
C 4.038 0.213 -0.712 -0.0458 -0.0531 0.1200
C 4.926 0.608 -1.699 0.0080 -0.0701 -0.1137
C 5.414 -0.310 -2.617 0.0776 0.0486 0.0102
C 5.036 -1.640 -2.515 -0.0004 0.0088 -0.0351
C 4.152 -2.047 -1.528 -0.1293 -0.0607 0.0248
H 2.543 -0.851 1.071 0.0568 -0.1213 0.1323
H 2.650 -2.459 0.573 -0.0198 0.0046 0.0741
H 3.660 0.924 0.011 0.0492 0.0221 -0.0634
H 5.234 1.644 -1.755 -0.0282 0.0225 0.0317
H 6.091 0.007 -3.399 0.0260 -0.0137 0.0094
H 5.428 -2.364 -3.217 -0.0143 -0.0365 0.0188
H 3.852 -3.087 -1.462 -0.0093 -0.0198 -0.0099
C -4.268 0.781 -0.762 0.3405 -0.0133 0.3257
Si -3.323 1.558 0.687 -0.2459 -0.0409 -0.1027
C -2.671 3.242 0.179 0.0430 -0.3567 0.3251
C -4.385 1.531 2.250 0.2337 0.1439 -0.3005
Se -1.489 0.206 1.299 -0.4993 -0.2540 -0.2600
H -5.180 1.348 -0.956 -0.0121 0.0576 0.0432
H -4.556 -0.252 -0.562 -0.0407 -0.0042 0.0015
H -3.667 0.794 -1.672 0.0239 0.0242 -0.0115
H -3.472 3.950 -0.040 -0.1106 -0.0872 0.0207
H -2.036 3.146 -0.700 0.0294 -0.0110 -0.0380
H -2.051 3.654 0.975 0.0667 0.0675 0.0223
H -5.212 2.243 2.207 -0.0292 -0.0030 -0.0708
H -3.768 1.779 3.114 0.0094 0.0231 0.0038
H -4.799 0.535 2.413 -0.0005 -0.0242 -0.0223
```
Forces are in eV/Å.

Partial charges, natural (NBO), in e: 0.8168 -0.2434 -0.2473 -0.1932 -0.3958 -0.2285 0.2227 0.2197 0.2297 0.2527 0.2262 -0.9103 2.5715 -0.8170 -0.8377 -0.9290 -0.8818 0.2265 -0.3136 -0.1767 -0.2455 -0.1846 -0.2987 0.4130 0.3870 0.2541 0.2216 0.2152 0.2141 0.2065 -1.1197 1.4771 -1.1272 -1.1227 -0.0967 0.2469 0.2320 0.2380 0.2419 0.2571 0.2693 0.2408 0.2523 0.2362


(3)
Molecular formula: C14H21F6NO5S2Ti
Method: DFT, ωB97M-V/def2-TZVPD

Output
spin multiplicity = 1
highest occupied orbital energy = -16.687 eV
total charge = +2
energy above the lowest of the compared OMol25 structures with the same formula, charge and spin = 0.00 kcal per mole
E_LUMO = -0.3203 hartree

```
50
Properties=species:S:1:pos:R:3:forces:R:3
Ti 0.001 0.028 0.214 0.0173 0.3025 1.0539
C -0.710 0.753 2.246 -0.0923 0.1997 0.3657
C -0.642 -0.662 2.291 -0.0534 -0.1554 0.2852
C -1.569 -1.183 1.344 -0.1579 -0.2463 0.0455
C -2.211 -0.083 0.710 -0.3005 -0.0365 -0.1289
C -1.665 1.110 1.256 -0.3201 0.2477 0.0901
C -2.064 2.500 0.872 0.0438 0.0011 -0.0168
C -3.324 -0.146 -0.284 0.0496 0.0001 -0.0376
C -1.909 -2.632 1.197 0.0774 0.0300 -0.0791
C 0.163 -1.491 3.240 0.0570 0.0217 -0.0571
C -0.005 1.701 3.158 0.0777 0.0240 0.0042
H -2.970 2.763 1.424 -0.0029 0.0288 -0.0055
H -2.300 2.592 -0.188 -0.0085 -0.0421 -0.0109
H -1.305 3.237 1.127 0.0080 -0.0068 0.0275
H -4.269 0.002 0.244 -0.0138 -0.0078 -0.0138
H -3.374 -1.109 -0.788 0.0092 -0.0050 0.0146
H -3.244 0.632 -1.041 0.0099 0.0153 0.0111
H -1.026 -3.262 1.094 0.0152 0.0145 0.0096
H -2.566 -2.816 0.351 -0.0028 0.0104 0.0056
H -2.434 -2.950 2.101 -0.0133 -0.0270 -0.0096
H -0.447 -1.669 4.130 0.0183 -0.0241 0.0162
H 1.073 -0.994 3.571 -0.0151 0.0275 0.0166
H 0.423 -2.464 2.827 -0.0165 -0.0005 -0.0256
H -0.687 1.975 3.966 0.0146 0.0026 0.0121
H 0.292 2.622 2.660 -0.0225 0.0041 -0.0189
H 0.877 1.255 3.614 -0.0088 -0.0120 -0.0025
F -1.045 -3.216 -1.832 -0.0938 -0.1710 0.1643
C -0.821 -2.395 -2.820 0.5521 0.4105 -0.2273
F -1.900 -1.794 -3.208 -0.0946 -0.0112 -0.0429
F -0.147 -2.948 -3.779 -0.1182 -0.0597 0.0046
S 0.378 -1.021 -2.054 0.1265 0.0413 0.7642
O -0.563 0.137 -1.621 0.1498 -0.3248 -0.8068
O 0.728 -1.554 -0.648 0.0224 -0.3175 -0.7408
N 1.689 -0.632 -2.716 -0.3899 0.1114 -0.4139
S 1.376 0.152 -4.176 -0.3907 -0.2884 -0.7616
O 2.433 -0.020 -5.098 -0.1405 -0.2011 0.4021
O -0.002 -0.180 -4.471 0.5478 0.1948 0.1309
C 1.405 1.975 -3.703 -0.0188 -0.1863 -0.0935
F 0.237 2.495 -3.998 -0.0817 0.1110 -0.0192
F 1.617 2.112 -2.383 0.0459 0.0172 0.3188
F 2.369 2.555 -4.361 0.0556 0.1463 -0.0018
C 3.854 0.224 0.144 0.0555 0.0128 -0.0511
C 2.807 0.386 1.203 -0.1095 0.2516 -0.0617
O 1.603 1.140 0.668 0.6235 -0.0759 -0.1210
H 4.687 -0.326 0.587 0.0169 0.0064 -0.0465
H 4.241 1.191 -0.183 0.0017 -0.0039 0.0177
H 3.496 -0.333 -0.722 -0.0226 -0.0164 0.0513
H 3.150 0.959 2.060 -0.0450 0.0221 0.0429
H 2.402 -0.565 1.554 -0.0739 -0.0308 -0.0378
H 1.897 1.950 0.221 0.0115 -0.0050 -0.0225
```
Forces are in eV/Å.

Partial charges, natural (NBO), in e: 1.8114 -0.0841 -0.0545 -0.0714 -0.0632 -0.0165 -0.6722 -0.6492 -0.6488 -0.6589 -0.6447 0.2819 0.2509 0.2429 0.2744 0.2389 0.2492 0.2472 0.2448 0.2713 0.2819 0.2379 0.2505 0.2763 0.2377 0.2369 -0.2639 0.9201 -0.2441 -0.2417 2.0194 -0.8973 -0.8937 -1.0641 2.1721 -0.8002 -0.9167 0.7616 -0.2726 -0.3359 -0.2570 -0.6623 -0.0494 -0.7774 0.2739 0.2392 0.2404 0.2317 0.2026 0.5448


(4)
Molecular formula: C14H21INO3
Method: DFT, ωB97M-V/def2-TZVPD

Output
spin multiplicity = 1
highest occupied orbital energy = -1.188 eV
total charge = -1
E_LUMO = 0.0474 hartree

```
40
Properties=species:S:1:pos:R:3:forces:R:3
O 6.601 1.434 1.784 -0.2689 -0.5704 0.3589
C 6.077 0.122 1.439 0.3779 0.5710 -0.3726
C 5.705 0.136 -0.068 0.5515 -0.7762 0.4275
C 4.689 -0.943 -0.501 -0.1862 0.1236 -0.0924
C 3.254 -0.722 0.030 -0.6061 0.8332 -0.7381
C 2.590 0.586 -0.544 -0.2812 -1.3408 0.2926
C 1.032 0.379 -0.529 1.0544 1.4583 0.2602
C 0.367 0.783 0.852 -1.0807 -0.5932 -0.4047
C -0.682 -0.281 1.354 0.2377 0.9620 -0.6686
I -0.519 -0.557 3.507 -0.2056 -0.2175 -0.3551
H 7.030 1.704 0.976 0.2737 0.4383 -0.2539
H 6.896 -0.595 1.653 -0.5886 -0.0545 -0.1349
H 5.232 -0.071 2.111 0.1373 0.0549 -0.3234
H 5.390 1.160 -0.332 -0.4146 -0.5141 0.0659
H 6.655 -0.041 -0.623 -0.3632 0.1286 0.1936
H 4.632 -0.912 -1.606 -0.1256 0.0938 0.4490
H 5.043 -1.972 -0.264 0.1210 0.4951 0.2126
H 3.178 -0.772 1.143 0.4060 -0.2497 -0.1987
H 2.639 -1.561 -0.359 0.3380 0.1940 0.2556
H 2.826 1.434 0.141 -0.1384 -0.2258 -0.2813
H 0.635 1.080 -1.287 -0.2281 -0.4134 0.2433
H 0.749 -0.642 -0.845 0.1339 0.2872 0.1946
H -0.204 1.718 0.688 0.3085 -0.2614 0.2678
H 1.115 1.000 1.625 -0.0540 -0.3048 -0.3509
H -1.713 0.069 1.178 0.4024 -0.2062 0.2588
H -0.570 -1.230 0.812 0.1819 0.0876 0.6914
C -7.145 -0.221 0.234 0.0090 -0.0002 -0.0161
C -6.280 -1.301 0.120 -0.0490 0.1949 -0.0689
C -5.163 -1.214 -0.698 0.0265 -0.1428 0.0521
C -4.923 -0.037 -1.393 -0.5609 -0.0395 0.4524
C -5.784 1.046 -1.292 -0.0706 0.1413 -0.0081
C -6.900 0.950 -0.474 0.0696 -0.1983 0.0320
N -3.735 0.068 -2.239 0.2092 -0.0113 -0.1475
O -3.018 -0.902 -2.324 0.0837 -0.3062 0.0266
O -3.542 1.118 -2.809 -0.0759 0.3115 -0.1229
H -8.013 -0.290 0.878 0.0216 0.0008 -0.0168
H -6.474 -2.212 0.671 0.0409 0.0055 -0.0191
H -4.493 -2.058 -0.782 0.1111 0.1403 -0.0992
H -5.596 1.959 -1.838 0.1660 -0.1011 -0.0407
H -7.577 1.789 -0.385 0.0358 0.0056 -0.0207
```
Forces are in eV/Å.

Partial charges, natural (NBO), in e: -0.7368 -0.0632 -0.4376 -0.4007 -0.4476 -0.6862 -0.4343 -0.4509 -0.4684 -0.0303 0.4521 0.1413 0.1826 0.2254 0.1733 0.2082 0.1659 0.1396 0.1744 0.1250 0.1875 0.1714 0.1876 0.2103 0.1967 0.2148 -0.1846 -0.2105 -0.2060 0.0884 -0.2095 -0.2139 0.5166 -0.3601 -0.3728 0.2145 0.2204 0.2518 0.2481 0.2177


(5)
Molecular formula: C14H21MnN3O5STe
Method: DFT, ωB97M-V/def2-TZVPD

Output
<S²> = 0.77
spin multiplicity = 2
highest occupied orbital energy (spin up / spin down) = -7.226 / -7.141 eV
E_LUMO (spin up / spin down) = -0.0002 / -0.0003 hartree

```
46
Properties=species:S:1:pos:R:3:forces:R:3
Mn 1.048 -0.317 -0.801 -1.1559 -0.5649 -0.0300
C 1.115 -5.097 -3.344 0.0775 -0.1118 0.0158
O 0.625 -3.759 -3.371 -0.0422 0.2074 -0.0333
C 1.018 -2.870 -2.462 0.1531 -0.2721 0.3090
O 0.640 -1.721 -2.518 -0.3089 0.7980 -0.1756
N 1.859 -3.276 -1.480 -0.0016 -0.2208 -0.0107
N 2.114 -2.332 -0.489 0.8490 0.0802 0.0971
H 0.685 -5.582 -4.214 -0.0004 0.0065 0.0064
H 0.784 -5.626 -2.448 -0.0148 0.0362 0.0075
H 2.203 -5.122 -3.424 -0.0076 0.0309 0.0081
H 2.043 -4.248 -1.310 0.0650 -0.0530 0.0531
H 3.103 -2.150 -0.390 0.1903 -0.0113 -0.1091
H 1.689 -2.580 0.394 -0.0579 -0.1224 -0.0214
C -2.016 4.406 3.447 0.0053 0.1126 0.0028
O -2.566 3.159 3.835 -0.0111 -0.0696 0.0368
C -2.157 2.066 3.162 0.1370 -0.0380 -0.2808
C -2.631 0.831 3.659 -0.1459 -0.1934 0.1809
C -2.257 -0.327 3.048 -0.1334 0.0691 0.1239
C -1.377 -0.351 1.940 0.2344 0.0036 -0.2439
C -0.945 -1.570 1.330 -0.4560 0.3275 0.4785
C -1.665 -2.874 1.584 0.0749 0.0004 0.1123
O 0.022 -1.636 0.545 -0.4463 -0.2322 -0.3733
C -0.896 0.906 1.433 0.0452 -0.2132 -0.1935
O -0.138 1.011 0.407 0.7886 -0.1189 -0.0594
C -1.338 2.098 2.061 0.0463 0.1768 0.0889
H -2.399 5.136 4.154 -0.0023 -0.0042 -0.0073
H -2.325 4.683 2.436 -0.0143 -0.0334 0.0012
H -0.925 4.385 3.497 -0.0146 -0.0088 0.0061
H -3.276 0.828 4.527 0.0075 0.0190 -0.0192
H -2.627 -1.256 3.459 0.0065 0.0278 0.0110
H -2.375 -2.842 2.403 0.0036 -0.0368 -0.0403
H -0.932 -3.658 1.769 0.0100 -0.0019 -0.0100
H -2.206 -3.134 0.672 0.0082 0.0251 -0.0193
H -0.971 3.020 1.631 -0.0079 -0.0059 0.0499
C 0.017 2.670 -4.155 0.1008 -0.2702 0.0853
Te -0.311 1.922 -2.151 0.5071 0.3762 -0.1350
C 1.210 3.204 -1.351 -0.1871 0.0237 -0.0156
H 1.079 2.668 -4.391 -0.0092 -0.0342 0.0550
H -0.372 3.683 -4.234 -0.0216 -0.0144 0.1094
H -0.504 2.034 -4.868 -0.0123 -0.0179 0.0574
H 0.922 4.245 -1.470 -0.0461 -0.0169 -0.0163
H 2.145 3.008 -1.869 -0.0143 -0.0474 -0.0119
H 1.315 2.952 -0.300 -0.0213 -0.0284 -0.0256
S 4.973 2.005 0.240 0.5516 0.4315 0.1727
C 3.744 1.061 -0.149 -0.6151 -0.5969 -0.2591
N 2.855 0.350 -0.446 -0.1138 0.5860 0.0219
```
Forces are in eV/Å.

Partial charges, natural (NBO), in e: 1.2283 -0.2715 -0.4753 0.9068 -0.6551 -0.4831 -0.6452 0.2208 0.1810 0.1910 0.3911 0.3932 0.4067 -0.2561 -0.4823 0.3773 -0.3258 -0.1019 -0.3711 0.6119 -0.6929 -0.7515 0.5673 -0.8214 -0.4262 0.1998 0.1810 0.1860 0.2245 0.2032 0.2200 0.2235 0.2394 0.2261 -0.8956 0.5616 -0.8481 0.2236 0.2208 0.2249 0.2164 0.2309 0.2491 -0.2282 0.1754 -0.7507